Computed, not measured: C44H59N2P3PdS3Si as an isolated structure, with the ωB97M-V functional and the def2-TZVPD basis.

Element x y z (Å)
Pd: 0.568 -0.612 -0.025
C: 4.509 1.293 -1.093
C: 4.098 1.125 0.369
C: 3.562 2.423 0.964
P: 2.916 -0.282 0.653
C: 3.863 -1.729 -0.033
C: 5.360 -1.805 0.263
C: 3.198 -3.044 0.357
C: 3.013 -0.452 2.481
C: 4.208 -0.573 3.189
C: 4.192 -0.794 4.558
C: 2.983 -0.885 5.234
C: 1.792 -0.713 4.545
C: 1.794 -0.476 3.172
Si: 0.284 -0.024 2.132
C: -1.261 -0.843 2.868
C: -1.872 -0.452 4.056
C: -3.049 -1.052 4.481
C: -3.628 -2.055 3.717
C: -3.025 -2.469 2.538
C: -1.840 -1.874 2.110
P: -0.946 -2.344 0.577
C: -0.214 -3.990 1.059
C: 0.607 -3.832 2.338
C: -1.210 -5.135 1.222
C: -2.297 -2.838 -0.599
C: -3.168 -1.649 -0.984
C: -1.747 -3.516 -1.854
C: 0.217 1.874 2.202
C: 0.622 2.571 3.340
C: 0.734 3.954 3.332
C: 0.437 4.663 2.177
C: 0.004 3.988 1.044
C: -0.109 2.601 1.045
P: -0.733 1.607 -0.364
C: -2.565 1.963 -0.221
C: -2.961 3.424 0.002
C: -3.188 1.158 0.916
C: -0.213 2.405 -1.959
C: 1.288 2.664 -1.889
C: -0.947 3.597 -2.568
H: 5.312 2.031 -1.159
H: 3.686 1.653 -1.705
H: 4.872 0.367 -1.541
H: 4.988 0.834 0.936
H: 2.640 2.731 0.471
H: 4.297 3.221 0.834
H: 3.352 2.325 2.031
H: 3.720 -1.600 -1.110
H: 5.546 -2.065 1.306
H: 5.904 -0.891 0.030
H: 5.795 -2.603 -0.343
H: 3.333 -3.253 1.421
H: 3.642 -3.864 -0.211
H: 2.131 -3.017 0.141
H: 5.161 -0.501 2.681
H: 5.125 -0.904 5.097
H: 2.973 -1.077 6.299
H: 0.852 -0.766 5.084
H: -1.450 0.358 4.643
H: -3.526 -0.726 5.397
H: -4.556 -2.512 4.037
H: -3.499 -3.242 1.948
H: 0.461 -4.226 0.230
H: -0.052 -3.742 3.204
H: 1.252 -2.953 2.314
H: 1.241 -4.709 2.485
H: -1.940 -4.910 2.002
H: -0.675 -6.036 1.533
H: -1.745 -5.371 0.304
H: -2.909 -3.563 -0.055
H: -2.547 -0.847 -1.390
H: -3.738 -1.261 -0.142
H: -3.877 -1.952 -1.758
H: -1.166 -2.814 -2.448
H: -2.583 -3.875 -2.459
H: -1.105 -4.370 -1.629
H: 0.899 2.027 4.237
H: 1.069 4.477 4.219
H: 0.541 5.740 2.157
H: -0.239 4.550 0.151
H: -2.981 1.613 -1.174
H: -2.629 3.758 0.986
H: -4.052 3.496 -0.013
H: -2.575 4.116 -0.739
H: -2.841 1.537 1.881
H: -2.944 0.105 0.870
H: -4.276 1.262 0.892
H: -0.370 1.571 -2.640
H: 1.516 3.497 -1.221
H: 1.679 2.906 -2.879
H: 1.798 1.773 -1.524
H: -0.823 4.510 -1.982
H: -2.011 3.409 -2.704
H: -0.523 3.787 -3.558
S: 0.627 2.115 -6.563
C: 0.371 0.964 -5.399
S: 1.729 0.243 -4.576
C: 0.658 -0.616 -3.500
N: -0.587 -0.451 -3.797
N: -0.762 0.432 -4.855
C: -2.131 0.715 -5.165
C: -2.518 1.484 -6.260
C: -3.866 1.729 -6.484
C: -4.837 1.220 -5.640
C: -4.446 0.446 -4.557
C: -3.108 0.190 -4.317
S: 1.260 -1.587 -2.216
H: -1.780 1.889 -6.927
H: -4.149 2.328 -7.340
H: -5.885 1.416 -5.824
H: -5.189 0.029 -3.888
H: -2.813 -0.424 -3.484

## Properties
Frontier orbital gap, eV: 7.808
F_max, eV Å⁻¹: 0.324
LUMO level, eV: 0.497

***

Computed, not measured: C30H43BrEuN2P2 as an isolated structure, with the ωB97M-V functional and the def2-TZVPD basis.

Element x y z (Å)
C: -4.509 -2.387 6.183
C: -4.424 -2.537 4.776
C: -5.493 -3.213 4.137
C: -6.555 -3.687 4.913
N: -6.637 -3.545 6.247
C: -5.622 -2.904 6.853
C: -3.316 -2.032 4.040
C: -2.360 -1.596 3.404
C: -1.252 -1.091 2.668
C: -0.730 0.201 2.931
C: 0.359 0.691 2.203
C: 0.976 -0.076 1.187
C: 0.450 -1.364 0.931
C: -0.639 -1.866 1.650
Eu: 2.538 0.636 0.149
P: 1.163 2.180 -0.931
H: -5.481 -3.358 3.053
H: -3.714 -1.874 6.730
H: -7.390 -4.213 4.430
H: -5.701 -2.794 7.943
H: -1.032 -2.865 1.435
H: -1.191 0.810 3.715
H: 0.900 -1.989 0.151
H: 0.738 1.694 2.432
C: 2.106 2.811 -2.405
C: 1.373 3.611 -3.488
H: 2.553 1.901 -2.846
H: 2.953 3.370 -1.967
H: 2.109 4.112 -4.141
H: 0.757 2.956 -4.128
H: 0.718 4.390 -3.065
C: -0.466 1.538 -1.555
C: -1.758 2.241 -1.118
H: -0.488 0.479 -1.241
H: -0.372 1.509 -2.656
H: -2.632 1.683 -1.501
H: -1.846 2.272 -0.019
H: -1.829 3.273 -1.495
C: 0.779 3.622 0.179
C: 0.438 4.976 -0.456
H: 1.687 3.718 0.801
H: -0.032 3.271 0.845
H: 0.195 5.706 0.337
H: 1.301 5.377 -1.015
H: -0.424 4.925 -1.140
Br: 4.518 1.538 -1.167
P: -0.003 -2.997 -4.246
C: -0.453 -1.168 -4.254
C: -0.520 -0.547 -5.656
H: 0.251 -0.613 -3.604
H: -1.448 -1.097 -3.775
H: -1.113 0.386 -5.647
H: 0.483 -0.301 -6.046
H: -0.990 -1.244 -6.373
C: 1.750 -2.928 -3.572
C: 2.626 -4.124 -3.967
H: 1.643 -2.891 -2.470
H: 2.226 -1.976 -3.879
H: 3.698 -3.857 -3.927
H: 2.463 -4.981 -3.290
H: 2.410 -4.462 -4.995
C: -0.860 -3.497 -2.650
C: -2.197 -4.215 -2.879
H: -0.996 -2.606 -2.005
H: -0.158 -4.169 -2.121
H: -2.478 -4.818 -1.997
H: -3.017 -3.498 -3.062
H: -2.141 -4.888 -3.752
C: 4.690 3.088 4.218
C: 3.747 2.083 4.390
C: 3.153 1.502 3.271
N: 3.466 1.907 2.004
C: 4.402 2.893 1.829
C: 5.022 3.496 2.928
H: 5.175 3.531 5.077
H: 3.497 1.734 5.386
H: 2.484 0.677 3.444
H: 4.697 3.216 0.848
H: 5.773 4.262 2.783

## Properties
Frontier orbital gap (spin up / spin down), eV: 5.682 / 2.350
F_max, eV Å⁻¹: 9.637
Charge: +2
Expectation value of S²: 15.866
Spin multiplicity: 8
LUMO level (spin up / spin down), eV: -6.710 / -10.041
Energy relative to the best compared isomer or geometry (same formula, charge and spin), kcal per mole: 137.6

***

Computed, not measured: C64H39I4N5SSr as an isolated structure, with the ωB97M-V functional and the def2-TZVPD basis.

Element x y z (Å)
Sr: 0.685 2.324 0.550
I: -0.589 -7.601 -6.400
C: -0.569 -6.150 -4.944
C: 0.530 -5.228 -4.840
C: 0.626 -4.392 -3.783
C: -0.327 -4.314 -2.746
C: -1.395 -5.155 -2.949
C: -1.510 -6.068 -3.989
C: -0.215 -3.289 -1.708
C: 0.936 -3.206 -1.026
C: 1.958 -4.261 -0.992
C: 2.916 -3.906 -0.109
C: 2.568 -2.629 0.429
C: 3.263 -1.753 1.293
C: 4.618 -2.064 1.888
C: 5.635 -1.171 1.743
C: 6.909 -1.474 2.256
C: 7.063 -2.682 2.848
I: 8.961 -3.206 3.672
C: 6.050 -3.662 2.981
C: 4.787 -3.337 2.501
C: 2.604 -0.442 1.179
N: 1.626 0.435 2.159
C: 1.129 -0.622 1.281
C: 0.680 -0.628 2.645
C: 1.009 -1.820 3.562
C: 1.978 -1.789 4.558
C: 2.350 -2.993 5.192
C: 1.862 -4.141 4.714
I: 2.507 -5.911 5.592
C: 0.857 -4.217 3.685
C: 0.476 -3.028 3.110
C: -0.791 -0.109 2.630
C: -1.806 -0.041 3.639
C: -3.014 0.170 2.932
C: -2.605 0.067 1.555
N: -1.272 0.082 1.397
C: -3.402 -0.362 0.439
C: -2.789 -1.145 -0.457
C: -3.356 -1.438 -1.766
C: -2.433 -2.324 -2.395
C: -1.376 -2.532 -1.429
N: -1.623 -1.915 -0.337
C: -4.839 -0.036 0.259
C: -5.278 1.256 0.055
C: -6.650 1.502 0.020
C: -7.561 0.462 0.202
I: -9.484 1.057 0.746
C: -7.115 -0.842 0.342
C: -5.752 -1.135 0.255
C: 1.043 -0.778 -0.188
C: 2.330 0.105 -0.222
N: 1.423 -2.239 -0.281
H: 1.326 -5.230 -5.629
H: 1.653 -3.931 -3.687
H: -2.271 -5.058 -2.315
H: -2.404 -6.657 -3.785
H: 1.881 -5.316 -1.246
H: 3.678 -4.659 0.210
H: 5.573 -0.155 1.346
H: 7.776 -0.746 2.399
H: 6.329 -4.630 3.502
H: 3.849 -3.942 2.517
H: 2.343 -0.769 4.853
H: 3.129 -3.040 6.019
H: 0.622 -5.220 3.297
H: -0.111 -3.045 2.234
H: -1.562 -0.205 4.673
H: -4.023 0.184 3.370
H: -4.202 -0.947 -2.210
H: -2.342 -2.619 -3.423
H: -4.624 2.082 0.072
H: -6.972 2.531 0.078
H: -7.848 -1.673 0.386
H: -5.375 -2.108 0.479
H: 0.100 -0.654 -0.822
H: 3.173 -0.213 -0.872
C: 2.087 3.538 -2.348
C: 2.427 4.610 -1.377
C: 3.125 5.691 -1.911
C: 3.385 6.766 -1.096
C: 2.970 6.749 0.262
C: 3.101 7.874 1.111
C: 2.378 7.970 2.276
C: 1.524 6.922 2.615
C: 1.415 5.785 1.897
S: 0.767 4.377 2.586
C: 2.164 5.651 0.662
N: 1.938 4.617 -0.190
H: 2.090 2.633 -1.793
H: 2.878 3.436 -3.067
H: 1.079 3.684 -2.830
H: 3.345 5.691 -3.018
H: 3.946 7.721 -1.362
H: 3.697 8.716 0.704
H: 2.588 8.849 2.854
H: 0.926 6.893 3.526
C: -4.885 4.206 -2.556
C: -4.284 4.407 -1.286
C: -3.071 3.853 -0.954
C: -2.474 2.909 -1.805
C: -1.237 2.324 -1.480
C: -0.822 1.352 -2.376
C: -1.544 0.880 -3.457
C: -2.743 1.481 -3.764
C: -3.162 2.605 -3.024
C: -4.337 3.246 -3.398
H: -5.851 4.754 -2.710
H: -4.742 5.127 -0.654
H: -2.641 4.083 -0.016
H: 0.164 0.894 -2.299
H: -1.285 0.031 -4.013
H: -3.410 1.253 -4.587
H: -4.828 3.018 -4.312

## Properties
Frontier orbital gap, eV: 4.830
F_max, eV Å⁻¹: 4.106
Charge: -2
LUMO level, eV: 2.934
Energy relative to the best compared isomer or geometry (same formula, charge and spin), kcal per mole: 260.2

***

Computed, not measured: H3InO3 as an isolated structure, with the ωB97M-V functional and the def2-TZVPD basis.

Element x y z (Å)
In: 0.047 -0.411 -0.375
O: -1.702 -0.534 1.947
H: -1.240 -0.489 2.807
O: -0.018 -0.795 -3.250
H: -0.416 -0.764 -4.142
O: 1.178 1.489 1.554
H: 2.151 1.503 1.459

## Properties
Frontier orbital gap (spin up / spin down), eV: 8.909 / 8.280
F_max, eV Å⁻¹: 0.304
Charge: +1
Expectation value of S²: 1.759
Spin multiplicity: 2
LUMO level (spin up / spin down), eV: -6.568 / -6.899
Energy relative to the best compared isomer or geometry (same formula, charge and spin), kcal per mole: 58.6

***

Computed, not measured: C24H28Cl5N2O5SW as an isolated structure, with the ωB97M-V functional and the def2-TZVPD basis.

Element x y z (Å)
W: -0.784 1.527 -0.609
Cl: 1.826 -0.726 5.205
C: 1.523 -0.435 3.542
C: 2.264 -1.106 2.565
Cl: 3.484 -2.222 3.021
C: 2.015 -0.876 1.211
Cl: 2.873 -1.681 -0.035
C: 1.032 0.032 0.867
O: 0.668 0.305 -0.416
C: 0.294 0.710 1.832
O: -0.645 1.551 1.341
C: 0.533 0.479 3.176
Cl: -0.384 1.349 4.343
C: -7.145 -1.761 3.477
C: -5.652 -1.566 3.250
C: -5.203 -0.144 3.566
C: -3.700 0.061 3.412
N: -3.225 -0.168 2.044
C: -3.352 0.675 1.040
S: -2.782 0.151 -0.541
N: -3.919 1.857 1.210
C: -4.207 2.827 0.151
C: -2.999 3.640 -0.297
C: -2.215 4.358 0.793
C: -3.010 5.513 1.395
H: -7.449 -2.780 3.240
H: -7.729 -1.085 2.850
H: -7.412 -1.566 4.516
H: -5.403 -1.809 2.213
H: -5.086 -2.265 3.874
H: -5.461 0.105 4.599
H: -5.754 0.564 2.937
H: -3.154 -0.637 4.046
H: -3.378 1.056 3.730
H: -2.740 -1.026 1.833
H: -4.166 2.118 2.153
H: -4.982 3.482 0.545
H: -4.635 2.293 -0.696
H: -3.345 4.359 -1.048
H: -2.394 2.972 -0.955
H: -1.288 4.736 0.358
H: -1.916 3.651 1.570
H: -3.226 6.273 0.643
H: -2.448 5.989 2.197
H: -3.962 5.184 1.817
C: 2.158 0.954 -3.248
C: 1.152 -0.117 -3.565
C: 1.554 -1.343 -4.081
C: 0.629 -2.337 -4.364
Cl: 1.183 -3.849 -4.992
C: -0.725 -2.145 -4.153
C: -1.152 -0.928 -3.649
C: -0.216 0.045 -3.363
O: -0.740 1.239 -2.786
C: -0.548 2.474 -3.508
C: 0.180 3.460 -2.597
O: 0.736 4.436 -2.984
O: 0.064 3.128 -1.289
H: 3.161 0.533 -3.233
H: 1.974 1.374 -2.261
H: 2.157 1.764 -3.979
H: 2.604 -1.531 -4.257
H: -1.427 -2.933 -4.385
H: -2.201 -0.727 -3.474
H: -1.536 2.879 -3.738
H: -0.006 2.300 -4.432

## Properties
Frontier orbital gap (spin up / spin down), eV: 6.419 / 6.421
F_max, eV Å⁻¹: 0.850
Charge: +1
LUMO level (spin up / spin down), eV: -4.269 / -4.269
Energy relative to the best compared isomer or geometry (same formula, charge and spin), kcal per mole: 0.0

***

Computed, not measured: an isolated ion of composition C5H15N4 and charge +1, with the ωB97M-V functional and the def2-TZVPD basis.

Element x y z (Å)
C: 2.962 -0.236 0.503
C: 1.860 -0.657 -0.491
C: 1.095 0.523 -1.081
C: 0.188 1.247 -0.070
N: -1.210 1.350 -0.580
N: -2.186 0.936 0.398
C: -2.291 -0.387 0.368
N: -2.824 -0.917 -0.797
N: -1.882 -1.146 1.382
H: 2.543 -0.038 1.485
H: 3.409 0.668 0.104
H: 3.701 -1.023 0.554
H: 1.194 -1.410 -0.060
H: 2.378 -1.145 -1.313
H: 1.810 1.214 -1.513
H: 0.454 0.137 -1.869
H: 0.550 2.269 0.018
H: 0.226 0.826 0.934
H: -1.413 2.316 -0.805
H: -1.971 1.270 1.341
H: -3.155 -1.854 -0.558
H: -2.016 -1.071 -1.408
H: -0.955 -0.974 1.744
H: -2.467 -1.900 1.716

## Properties
Frontier orbital gap, eV: 9.462
F_max, eV Å⁻¹: 2.684
Charge: +1
SMILES: CCCCNNC(N)=[NH2+]
LUMO level, eV: -4.734
Energy relative to the best compared isomer or geometry (same formula, charge and spin), kcal per mole: 36.3

***

Computed, not measured: a 2-piece molecular cluster, C5H7N3O4 overall, with the ωB97M-V functional and the def2-TZVPD basis.

Element x y z (Å)
C: 0.701 -0.616 0.522
C: 1.928 0.222 0.814
C: 2.459 1.125 -0.233
C: -2.331 -0.387 -0.403
C: -2.923 0.807 -0.705
H: 1.804 -1.404 -0.750
H: 2.034 0.520 1.851
H: 2.951 2.047 0.089
H: 1.957 1.192 -1.203
H: 3.966 -0.050 0.563
H: -1.130 -1.780 -0.449
H: -2.652 1.563 -1.424
N: 3.104 -0.144 0.042
N: -4.004 0.912 0.114
N: -4.120 -0.088 0.865
O: 0.859 -1.442 -0.519
O: -0.312 -0.517 1.153
O: -1.264 -0.982 -0.886
O: -3.027 -0.975 0.559

## Properties
Frontier orbital gap, eV: 9.521
F_max, eV Å⁻¹: 4.632
SMILES: O=C(O)[C@@H]1CN1.Oc1cnno1
LUMO level, eV: 0.519
Energy relative to the best compared isomer or geometry (same formula, charge and spin), kcal per mole: 100.2

***

Computed, not measured: one molecule with the formula CH4N2OS, with the ωB97M-V functional and the def2-TZVPD basis.

Element x y z (Å)
C: -0.160 -0.206 -0.014
H: -0.088 -0.693 -1.955
H: -1.376 -1.403 -1.106
H: 0.980 1.147 0.744
H: 2.296 0.286 -1.511
N: -0.470 -0.967 -1.088
N: 1.083 0.404 -0.012
O: 1.579 0.866 -1.340
S: -1.111 -0.068 1.396

## Properties
Frontier orbital gap, eV: 9.089
F_max, eV Å⁻¹: 3.147
SMILES: NC(=S)NO
LUMO level, eV: 0.437
Energy relative to the best compared isomer or geometry (same formula, charge and spin), kcal per mole: 43.5